Entry 1:
Formula: C5H8N2
Source: the OMol25 dataset
Level of theory: wB97M-V/def2-TZVPD

HOMO energy = -10.0 eV
Relative energy (zero: lowest compared OMol25 entry of this formula, charge and spin) = 1.254 eV
Charge = 0
Spin multiplicity = 1
SMILES = C[C@@]1(CC#N)CN1
HOMO-LUMO gap = 0.39890 hartree

Last column: Mulliken charge in e.
CARTESIAN COORDINATES (ANGSTROEM)
C (-0.99, 1.14, -0.23)  -1.350
C (-0.22, -0.17, -0.17)  1.095
C (1.19, -0.09, -0.72)  -0.751
C (2.06, 0.62, 0.22)  0.305
N (2.69, 1.18, 1.01)  -0.428
C (-0.44, -1.09, 0.96)  -0.632
N (-0.86, -1.46, -0.39)  -0.718
H (-0.49, 1.88, 0.41)  0.331
H (-1.02, 1.54, -1.25)  0.335
H (-2.02, 1.02, 0.13)  0.357
H (1.22, 0.41, -1.70)  0.321
H (1.58, -1.11, -0.87)  0.298
H (-1.22, -0.82, 1.68)  0.293
H (0.39, -1.66, 1.38)  0.256
H (-1.87, -1.38, -0.47)  0.285

=====

Entry 2:
Formula: C5H8N2
Source: the OMol25 dataset
Level of theory: wB97M-V/def2-TZVPD

HOMO energy = -8.8 eV
Relative energy (zero: lowest compared OMol25 entry of this formula, charge and spin) = 0.269 eV
Charge = 0
Spin multiplicity = 1
SMILES = CCn1ccnc1
HOMO-LUMO gap = 0.35486 hartree

Last column: Mulliken charge in e.
CARTESIAN COORDINATES (ANGSTROEM)
C (-2.11, -0.02, 0.43)  -1.087
C (-1.01, -0.10, -0.61)  -0.441
N (0.35, 0.09, -0.11)  0.205
C (1.19, -0.81, 0.53)  -0.221
C (2.45, -0.31, 0.37)  -0.441
N (2.42, 0.88, -0.32)  -0.632
C (1.16, 1.08, -0.58)  -0.041
H (-3.09, -0.05, -0.05)  0.349
H (-2.04, -0.86, 1.11)  0.296
H (-2.03, 0.91, 1.01)  0.317
H (-1.18, 0.68, -1.37)  0.335
H (-1.05, -1.06, -1.14)  0.310
H (0.82, -1.65, 1.11)  0.360
H (3.40, -0.71, 0.71)  0.373
H (0.71, 1.93, -1.08)  0.318

=====

Entry 3:
Formula: C5H8N2
Source: the OMol25 dataset
Level of theory: wB97M-V/def2-TZVPD

HOMO energy (spin up / spin down) = -6.7 / -9.3 eV
Relative energy (zero: lowest compared OMol25 entry of this formula, charge and spin) = 1.752 eV
Charge = 0
Spin multiplicity = 3
HOMO-LUMO gap (spin up / spin down) = 0.28607 / 0.33241 hartree

Last column: Mulliken charge in e.
CARTESIAN COORDINATES (ANGSTROEM)
C (0.13, 0.92, -1.01)  -0.272
C (-0.23, 1.96, -0.26)  -0.618
C (0.99, -0.81, 0.25)  -0.531
C (-1.41, -0.50, 0.16)  -0.592
C (-0.15, -0.51, -0.73)  -0.256
N (0.50, -0.23, 1.43)  0.114
N (-0.80, 0.16, 1.40)  -0.642
H (0.98, 0.95, -1.77)  0.342
H (0.05, 2.95, -0.22)  0.355
H (1.24, -1.86, 0.27)  0.355
H (1.89, -0.27, -0.25)  0.283
H (-2.24, -0.02, -0.31)  0.345
H (-1.69, -1.54, 0.30)  0.352
H (-0.26, -1.13, -1.56)  0.545
H (1.01, -0.09, 2.30)  0.221

=====

Entry 4:
Formula: C5H8N2O
Source: the OMol25 dataset
Level of theory: wB97M-V/def2-TZVPD

HOMO energy (spin up / spin down) = -7.0 / -7.1 eV
Relative energy (zero: lowest compared OMol25 entry of this formula, charge and spin) = 6.656 eV
Charge = 0
Spin multiplicity = 1
HOMO-LUMO gap (spin up / spin down) = 0.26853 / 0.27120 hartree

Last column: Mulliken charge in e.
CARTESIAN COORDINATES (ANGSTROEM)
C (0.27, -0.66, -1.46)  -0.863
N (0.22, -0.02, -0.16)  -0.122
C (1.09, 0.24, 0.72)  0.732
C (-0.17, 1.90, -0.45)  -0.204
C (0.22, -2.29, 1.66)  -0.262
C (-1.44, 2.19, -0.28)  -0.559
N (1.15, -1.86, 0.93)  -0.664
O (1.61, 0.82, 1.60)  -0.430
H (0.64, 2.54, -0.78)  0.372
H (0.90, -1.55, -1.42)  0.395
H (0.65, 0.03, -2.21)  0.335
H (-0.75, -0.95, -1.72)  0.294
H (-0.68, -1.71, 1.92)  0.188
H (0.25, -3.32, 2.06)  0.276
H (-2.15, 1.45, 0.06)  0.245
H (-1.82, 3.20, -0.45)  0.268

=====

Entry 5:
Formula: C5H8N2O
Source: the OMol25 dataset
Level of theory: wB97M-V/def2-TZVPD

HOMO energy = -8.5 eV
Relative energy (zero: lowest compared OMol25 entry of this formula, charge and spin) = 6.486 eV
Charge = 0
Spin multiplicity = 1
SMILES = C=CO/C=C/C=N/N
HOMO-LUMO gap = 0.32134 hartree

Last column: Mulliken charge in e.
CARTESIAN COORDINATES (ANGSTROEM)
C (-2.47, -1.10, -0.67)  -0.707
C (-2.64, -0.56, 0.46)  0.052
O (-1.89, 0.01, 1.49)  -0.346
C (-0.52, -0.08, 1.38)  -0.201
C (0.16, 0.06, 0.20)  -0.208
C (1.53, 0.12, -0.03)  -0.264
N (1.92, 0.83, -1.12)  -0.322
N (3.48, 0.68, -1.41)  -0.552
H (-3.11, -1.16, -1.53)  0.262
H (-1.52, -1.53, -0.92)  0.357
H (-3.83, -0.73, 0.51)  0.226
H (-0.04, -0.22, 2.32)  0.413
H (-0.29, 0.40, -0.68)  0.495
H (2.38, -0.58, 0.64)  0.221
H (3.93, 1.02, -0.58)  0.259
H (3.37, 1.58, -2.00)  0.313

=====

Entry 6:
Formula: C5H8N2O
Source: the OMol25 dataset
Level of theory: wB97M-V/def2-TZVPD

HOMO energy (spin up / spin down) = -9.7 / -9.7 eV
Relative energy (zero: lowest compared OMol25 entry of this formula, charge and spin) = 4.426 eV
Charge = 0
Spin multiplicity = 1
HOMO-LUMO gap (spin up / spin down) = 0.30997 / 0.31000 hartree

Last column: Mulliken charge in e.
CARTESIAN COORDINATES (ANGSTROEM)
C (1.25, 1.22, -0.11)  -1.196
N (-0.48, 0.12, 1.81)  -0.548
C (-1.22, -0.75, 1.28)  0.568
C (0.99, -0.24, -0.27)  0.749
C (-0.62, -0.80, -0.67)  -0.297
C (-1.47, 0.03, -1.31)  -0.657
N (1.83, -1.16, -0.41)  -0.626
O (-2.12, -1.49, 1.57)  -0.487
H (-0.79, 0.40, 2.74)  0.238
H (2.80, -0.88, -0.43)  0.279
H (-0.50, -1.79, -1.10)  0.419
H (1.94, 1.55, -0.89)  0.411
H (1.81, 1.32, 0.83)  0.301
H (0.35, 1.81, -0.02)  0.297
H (-1.82, 0.91, -0.79)  0.276
H (-1.94, -0.28, -2.24)  0.271